A 2-piece molecular cluster, C2H6NO overall. Source: the OMol25 dataset; level of theory: ωB97M-V/def2-TZVPD.

Positions of all 10 atoms, in Å:
1 H 0.2615 1.1725 -2.4499
2 H 0.1540 -0.8302 -0.9721
3 H -1.1042 0.4119 -0.8481
4 C 0.6537 1.0863 -0.4650
5 H 0.7128 -1.0317 1.2815
6 H -0.7351 -1.6492 0.8541
7 C -0.2050 -0.0733 -0.3683
8 H -0.6300 -0.2514 1.8351
9 N -0.2736 -0.7906 1.0270
10 O 1.1659 1.9557 0.1055

Properties
frontier orbital gap (spin up / spin down)	8.8 / 8.8	eV
net charge	+1
maximum force	4.0	eV/Å
E	-5697.342	eV
LUMO (spin up / spin down)	-0.1713 / -0.1713	Ha
relative energy (zero: lowest compared OMol25 entry of this formula, charge and spin)	95.5	kcal per mole
HOMO (spin up / spin down)	-13.50 / -13.48	eV